Model A:
ORCA calculation (ωB97M-V/def2-TZVPD) on a cluster of 2 separate species, C4H12OS2 in total.

The geometry in ORCA input format:
```
! RIJCOSX wB97M-V def2-TZVPD def2/J DEFGRID3
* xyz 0 1
C 0.0000 0.0000 0.0000
C -0.4640 -0.7615 -1.2243
S -1.9921 -1.6597 -1.0004
S -2.5230 -2.3017 -2.8735
C -1.6251 -3.8901 -3.1473
C -2.2610 -5.0339 -2.3187
H 0.4197 -0.6334 0.7996
H -0.8627 0.5542 0.4065
H 0.7687 0.7263 -0.3134
H -0.6494 -0.0745 -2.0723
H 0.3499 -1.4506 -1.5212
H -1.6390 -4.0805 -4.2377
H -0.5694 -3.9133 -2.8151
H -2.2816 -4.7629 -1.2497
H -1.6405 -5.9377 -2.4406
H -3.2894 -5.2669 -2.6424
O -3.1653 -0.2882 3.2370
H -3.2939 -0.3647 2.2644
H -3.7506 -0.9803 3.6198
*
```

Results
SMILES string = CCSSCC.O
E_LUMO = 0.64 eV


Model B:
ORCA calculation (ωB97M-V/def2-TZVPD) on a cluster of 2 separate species, C4H12OS2 in total.

The geometry in ORCA input format:
```
! RIJCOSX wB97M-V def2-TZVPD def2/J DEFGRID3
* xyz 0 1
C -2.1959 0.8333 -0.7995
C -2.4800 -0.6753 -0.7643
S -1.6219 -1.5589 0.5808
S 0.3253 -1.5147 -0.1295
C 1.0455 -0.1280 0.9131
C 2.5389 -0.2784 0.9065
H -2.8997 1.0811 -1.6282
H -1.2082 0.9536 -1.2451
H -2.4953 1.5296 -0.0211
H -2.3623 -1.0217 -1.7943
H -3.5400 -0.8686 -0.5572
H 0.7367 0.7622 0.3651
H 0.4526 -0.0928 1.8276
H 3.0272 0.6978 1.0042
H 2.8245 -0.7077 -0.0596
H 2.9788 -0.9637 1.6302
O 2.9257 4.8294 -0.8892
H 3.1105 5.4920 -0.2361
H 3.3517 5.2524 -1.6391
*
```

Results
SMILES string = CCSSCC.O
E_LUMO = 0.78 eV


Model C:
ORCA calculation (ωB97M-V/def2-TZVPD) on a cluster of 2 separate species, C4H12OS2 in total.

The geometry in ORCA input format:
```
! RIJCOSX wB97M-V def2-TZVPD def2/J DEFGRID3
* xyz 0 1
C -1.0581 2.6352 0.5430
C -0.4597 2.2013 1.8668
S 0.4872 0.6241 2.0935
S -0.6821 -0.9159 1.7437
C -0.6047 -1.6476 0.0342
C -1.8894 -2.3335 -0.3237
H -2.0958 2.2909 0.2379
H -0.3235 2.4057 -0.2783
H -1.1616 3.6610 0.6654
H -1.3359 2.2163 2.5932
H 0.2148 2.9775 2.1860
H -0.0776 -1.0670 -0.6846
H 0.2314 -2.3533 0.1889
H -1.8732 -2.9415 -1.2166
H -2.7644 -1.5920 -0.4120
H -2.1926 -3.0369 0.4791
O 5.2375 -0.6974 -3.2517
H 5.7397 -1.2928 -2.6884
H 4.6080 -1.1342 -3.7764
*
```

Results
SMILES string = CCSSCC.O
E_LUMO = 0.78 eV


model A has the most favorable energy; the next structure is 0.0168 hartree above.


Model A:
ORCA calculation (ωB97M-V/def2-TZVPD) on a cluster of 2 separate species, C2H6N2O in total.

The geometry in ORCA input format:
```
! RIJCOSX wB97M-V def2-TZVPD def2/J DEFGRID3
* xyz 0 1
N 0.5167 -0.7810 2.6821
C 1.6333 -0.0460 2.4926
O 2.6142 -0.5268 1.9455
H 0.6388 -1.8475 2.6469
H -0.3200 -0.2948 2.4031
H 1.6038 1.0051 2.8217
C -1.7471 0.4339 -3.4036
N -2.7949 1.0538 -3.7357
H -1.2789 1.0126 -2.5503
H -1.5094 -0.6465 -3.4295
H -3.3360 0.6127 -4.4800
*
```

Results
SMILES string = NC=O.C=N
E_LUMO = 0.71 eV


Model B:
ORCA calculation (ωB97M-V/def2-TZVPD) on the molecule C2H6N2O.

The geometry in ORCA input format:
```
! RIJCOSX wB97M-V def2-TZVPD def2/J DEFGRID3
* xyz 0 1
H 0.0415 1.9880 -1.7681
N 0.1461 1.0886 -1.2058
C -0.8582 1.0300 -0.3596
N -0.7736 0.0108 0.5835
O -0.0006 -1.1056 0.2583
C 1.3395 -0.9169 0.6024
H -1.7910 1.6250 -0.3322
H -1.6702 -0.4022 0.8896
H 1.3414 -0.8847 1.6725
H 1.7631 -0.0222 0.0906
H 1.8240 -1.8341 0.2804
*
```

Results
SMILES string = [H]/N=C/NOC
E_LUMO = 0.95 eV


model A has the most favorable energy; the next structure is 0.0403 hartree above.


Model A:
ORCA calculation (ωB97M-V/def2-TZVPD) on the molecule C2H6N2O.

The geometry in ORCA input format:
```
! RIJCOSX wB97M-V def2-TZVPD def2/J DEFGRID3
* xyz 0 1
C 1.3586 -0.0960 0.5734
N 0.0760 0.1993 1.4020
C -0.9117 -0.1774 0.6660
N -0.8871 -0.4681 -0.7685
O -0.1994 0.1451 -1.7560
H 1.2410 -1.0602 0.1046
H 2.0020 0.0972 1.5169
H 1.6431 0.7834 0.0327
H -1.9804 -0.1446 1.1083
H -1.9085 -0.4746 -0.9768
H -0.4337 1.1958 -1.9025
*
```

Results
SMILES string = C/N=C\NO
E_LUMO = 0.49 eV


Model B:
ORCA calculation (ωB97M-V/def2-TZVPD) on a cluster of 2 separate species, C2H6N2O in total.

The geometry in ORCA input format:
```
! RIJCOSX wB97M-V def2-TZVPD def2/J DEFGRID3
* xyz 0 1
C -0.7101 1.0321 -0.7928
C -0.7173 -1.0703 0.3730
N 1.8581 0.4083 0.7687
N -0.2003 -0.1522 -0.4286
O -1.8663 1.1472 -1.0668
H 0.1126 1.7865 -1.0411
H -1.2369 -0.5943 1.2363
H -1.2331 -1.8789 -0.3185
H 0.0148 -1.7738 0.8736
H 2.3587 -0.2349 0.0654
H 1.6198 1.3302 0.3307
*
```

Results
E_LUMO (spin up / spin down) = -0.69 / -1.44 eV


Model C:
ORCA calculation (ωB97M-V/def2-TZVPD) on the molecule C2H6N2O.

The geometry in ORCA input format:
```
! RIJCOSX wB97M-V def2-TZVPD def2/J DEFGRID3
* xyz 0 1
H -3.0745 -0.7933 -0.3210
N -2.6768 0.0709 0.2323
C -1.3820 -0.0858 -0.0863
N -0.4042 0.8058 0.1911
O 0.8341 0.3161 -0.5316
C 1.9958 -0.1659 0.2852
H -1.2829 -1.0795 -0.7734
H -0.5691 1.8207 -0.2540
H 2.5007 -0.5209 -0.5374
H 1.7352 -1.1126 1.0133
H 2.3235 0.7445 0.7818
*
```

Results
SMILES string = [H]/N=C/NOC
E_LUMO = 0.93 eV


model A has the most favorable energy; the next structure is 0.0095 hartree above.


Model A:
ORCA calculation (ωB97M-V/def2-TZVPD) on a cluster of 2 separate species, C2H6N2O in total.

The geometry in ORCA input format:
```
! RIJCOSX wB97M-V def2-TZVPD def2/J DEFGRID3
* xyz 0 1
C 0.4245 -0.8022 -1.2238
N -0.7096 1.2695 0.4206
N -0.2980 -0.7698 0.0299
C 0.1606 1.2057 1.4279
O 0.6929 1.9835 2.1833
H -1.6917 1.0696 0.5737
H -0.9431 -1.5742 0.0246
H 0.5188 0.0581 1.2523
H 1.0942 0.0578 -1.2876
H -0.2635 -0.7744 -2.0791
H 1.0149 -1.7236 -1.3219
*
```

Results
E_LUMO (spin up / spin down) = -1.44 / -1.44 eV


Model B:
ORCA calculation (ωB97M-V/def2-TZVPD) on a cluster of 2 separate species, C2H6N2O in total.

The geometry in ORCA input format:
```
! RIJCOSX wB97M-V def2-TZVPD def2/J DEFGRID3
* xyz 0 1
H -0.6092 -1.3809 -3.9190
N -0.8244 -1.3737 -2.9323
C 0.1596 -1.7203 -2.2248
N 0.3086 -1.5161 -0.8913
H 0.9949 -2.2955 -2.6413
H 0.7967 -2.2210 -0.3600
H -0.1719 -0.8877 -0.2755
C -0.1693 2.8638 3.2968
O -0.0278 3.9542 2.8344
H -0.7983 2.0564 2.8929
H 0.3411 2.5207 4.2199
*
```

Results
SMILES string = [H]/N=C/N.C=O
E_LUMO = 0.60 eV


model B has the most favorable energy; the next structure is 0.1356 hartree above.


Model A:
ORCA calculation (ωB97M-V/def2-TZVPD) on a cluster of 2 separate species, C2H6N2O in total.

The geometry in ORCA input format:
```
! RIJCOSX wB97M-V def2-TZVPD def2/J DEFGRID3
* xyz 0 1
N 0.9277 -1.0991 -0.4913
C 0.0743 -0.8681 -1.5267
O -1.0939 -0.5824 -1.3841
H 1.8950 -1.2424 -0.7345
H 0.7708 -0.6006 0.3763
H 0.5248 -0.9691 -2.5277
C -0.0192 1.8784 1.4757
N -0.0048 0.6884 1.9099
H 0.9292 2.4022 1.3884
H -0.9327 2.4052 1.2035
H -0.9611 0.3239 1.8970
*
```

Results
SMILES string = NC=O.C=N
E_LUMO = 0.98 eV


Model B:
ORCA calculation (ωB97M-V/def2-TZVPD) on the molecule C2H6N2O.

The geometry in ORCA input format:
```
! RIJCOSX wB97M-V def2-TZVPD def2/J DEFGRID3
* xyz 0 1
H 1.4403 0.7817 -0.0555
N 1.8187 -0.1613 0.2147
C 0.7976 -0.7788 -0.0352
N -0.3740 -0.0155 -0.5995
C -1.4734 -0.5083 0.2022
O -0.2191 1.4115 -0.0106
H 0.3348 -1.7882 -0.2380
H -1.4025 -1.7117 0.1933
H -1.7275 -0.2351 1.1789
H -2.4612 -0.3503 -0.2248
H -0.4888 0.9719 0.9224
*
```

Results
SMILES string = [H]/N=C\N(C)O
E_LUMO = 0.69 eV


model A has the most favorable energy; the next structure is 0.1483 hartree above.


Model A:
ORCA calculation (ωB97M-V/def2-TZVPD) on a cluster of 2 separate species, CH7N2O in total.

The geometry in ORCA input format:
```
! RIJCOSX wB97M-V def2-TZVPD def2/J DEFGRID3
* xyz 1 1
N 0.2968 1.2323 1.0023
C 0.0192 1.3179 -0.3148
N -0.0265 0.2814 -1.0600
H 0.1745 0.2721 1.3358
H 1.1757 1.7038 1.1849
H -0.1724 2.3293 -0.9392
H 0.0923 0.1637 -2.0683
H 0.0395 -0.6668 -0.5498
H 0.2642 -2.4269 0.5725
H -1.3607 -2.3223 0.3840
O -0.5026 -1.8845 0.4527
*
```

Results
E_LUMO = -4.13 eV


Model B:
ORCA calculation (ωB97M-V/def2-TZVPD) on a cluster of 2 separate species, CH7N2O in total.

The geometry in ORCA input format:
```
! RIJCOSX wB97M-V def2-TZVPD def2/J DEFGRID3
* xyz 1 1
C 1.6086 0.9847 0.0239
N -1.5675 -0.4118 -0.3044
N 1.0050 -0.1102 0.1464
O 2.6698 1.3227 0.7152
H 1.3471 1.6513 -0.8107
H -1.8014 0.5693 -0.3493
H -1.9727 -1.0195 0.3736
H -1.7511 -0.9342 -1.2114
H 1.1030 -0.7947 0.9395
H -0.1603 -0.1803 -0.0752
H 2.5711 0.6218 1.3918
*
```

Results
E_LUMO = -3.71 eV


model A has the most favorable energy; the next structure is 0.0073 hartree above.